No. 1
{"formula": "C3HBrN2O", "method": "ωB97M-V/def2-TZVPD", "spin_multiplicity": 1, "homo_ha": [-0.3051, -0.3238], "e_above_lowest_ev": 2.776, "charge": 0, "lumo_energy_ev": [-0.699, -0.609], "species": ["C", "C", "C", "N", "N", "O", "Br", "H"], "positions_angstrom": [[-0.617, -0.772, -0.054], [0.573, -1.269, -0.021], [-0.814, 0.662, 0.232], [0.975, 1.770, -0.906], [0.396, 1.199, -0.111], [-1.554, 1.196, 0.978], [2.387, -1.281, 0.232], [-1.346, -1.504, -0.349]]}

No. 2
{"formula": "C41H37F5P2PtS", "method": "ωB97M-V/def2-TZVPD", "spin_multiplicity": 5, "homo_ha": [-0.4693, -0.4880], "charge": 2, "lumo_energy_ev": [-4.608, -9.220], "species": ["Pt", "C", "C", "C", "C", "C", "C", "C", "C", "C", "H", "H", "H", "H", "H", "H", "H", "H", "H", "H", "H", "H", "H", "H", "H", "P", "P", "C", "C", "C", "C", "C", "C", "C", "C", "C", "C", "C", "C", "C", "C", "C", "C", "C", "C", "C", "C", "C", "C", "C", "C", "C", "C", "H", "H", "H", "H", "H", "H", "H", "H", "H", "H", "H", "H", "H", "H", "H", "H", "H", "H", "H", "H", "H", "H", "F", "C", "C", "F", "C", "F", "C", "S", "C", "F", "C", "F"], "positions_angstrom": [[0.630, 1.475, 0.673], [-2.279, -2.491, 4.143], [-1.437, -2.473, 2.967], [-1.878, -2.975, 1.644], [-2.623, -1.900, 0.782], [-3.599, -1.060, 1.515], [-4.398, -1.516, 2.501], [-4.503, -2.966, 2.933], [-3.575, -3.307, 4.093], [-0.518, 1.704, 2.345], [-1.683, -2.837, 4.981], [-0.370, -2.349, 3.109], [-2.493, -3.905, 1.686], [-0.965, -3.298, 1.072], [-1.856, -1.207, 0.433], [-3.049, -2.410, -0.096], [-3.819, -0.074, 1.093], [-5.092, -0.834, 3.069], [-4.286, -3.599, 2.061], [-5.551, -3.198, 3.225], [-4.115, -3.185, 5.010], [-3.332, -4.372, 4.044], [0.084, 1.295, 3.173], [-1.517, 1.157, 2.401], [-0.726, 2.769, 2.537], [3.167, 0.649, -1.975], [1.136, 2.505, -3.139], [2.170, 0.011, -3.386], [1.335, 0.892, -3.970], [4.854, 0.202, -2.699], [5.069, -0.769, -3.691], [6.356, -1.010, -4.184], [7.443, -0.275, -3.711], [7.231, 0.723, -2.753], [5.946, 0.969, -2.258], [2.840, -0.635, -0.736], [1.610, -0.453, -0.017], [1.259, -1.422, 0.951], [2.065, -2.545, 1.164], [3.279, -2.695, 0.479], [3.673, -1.723, -0.448], [1.331, 3.512, -4.745], [2.599, 3.542, -5.369], [2.784, 4.184, -6.601], [1.707, 4.800, -7.244], [0.450, 4.789, -6.641], [0.269, 4.174, -5.391], [-0.690, 2.503, -3.009], [-1.253, 3.557, -2.264], [-2.639, 3.694, -2.180], [-3.467, 2.761, -2.816], [-2.910, 1.680, -3.506], [-1.523, 1.525, -3.570], [2.309, -1.012, -3.726], [0.803, 0.718, -4.904], [4.245, -1.347, -4.100], [6.505, -1.779, -4.943], [8.452, -0.474, -4.090], [8.073, 1.310, -2.391], [5.789, 1.758, -1.522], [0.782, 0.186, -0.603], [0.366, -1.222, 1.547], [1.757, -3.305, 1.880], [3.922, -3.564, 0.673], [4.641, -1.819, -0.945], [3.444, 3.039, -4.885], [3.774, 4.200, -7.060], [1.849, 5.283, -8.205], [-0.402, 5.258, -7.135], [-0.722, 4.197, -4.926], [-0.588, 4.252, -1.744], [-3.061, 4.527, -1.617], [-4.552, 2.870, -2.760], [-3.550, 0.943, -4.000], [-1.096, 0.652, -4.061], [-3.430, -2.534, 10.185], [-3.226, -1.982, 8.967], [-4.300, -1.834, 8.095], [-5.531, -2.270, 8.438], [-4.061, -1.310, 6.839], [-5.093, -1.116, 5.977], [-2.760, -1.036, 6.385], [-2.516, -0.758, 4.660], [-1.705, -1.146, 7.312], [-0.432, -0.898, 6.891], [-1.930, -1.610, 8.605], [-0.896, -1.765, 9.480]]}

No. 3
{"formula": "C48H51F6IN2O3PSbSe2TeW", "method": "ωB97M-V/def2-TZVPD", "spin_multiplicity": 1, "homo_ha": [-0.4861, -0.4861], "e_above_lowest_ev": 0.675, "charge": 2, "lumo_energy_ev": [-6.848, -6.847], "species": ["W", "Se", "P", "Se", "C", "C", "C", "C", "C", "C", "C", "C", "C", "C", "C", "C", "H", "H", "H", "H", "H", "H", "H", "H", "H", "H", "F", "Sb", "F", "F", "F", "F", "F", "C", "C", "C", "C", "C", "C", "C", "O", "C", "C", "C", "H", "H", "H", "H", "H", "H", "H", "H", "H", "H", "H", "H", "O", "C", "I", "C", "C", "C", "C", "C", "N", "H", "H", "H", "H", "C", "C", "O", "N", "Te", "C", "C", "C", "C", "C", "C", "C", "C", "C", "C", "C", "C", "C", "C", "C", "C", "C", "C", "H", "H", "H", "H", "H", "H", "H", "H", "H", "H", "H", "H", "H", "H", "H", "H", "H", "H", "H", "H", "H", "H", "H", "H", "H"], "positions_angstrom": [[-0.623, 1.863, -0.145], [0.741, 0.982, 2.321], [0.852, 3.038, 2.974], [-0.233, 4.034, 1.367], [2.543, 3.652, 3.077], [2.871, 4.924, 2.616], [4.168, 5.395, 2.770], [5.128, 4.599, 3.377], [4.800, 3.328, 3.835], [3.508, 2.852, 3.688], [0.082, 3.333, 4.567], [-0.185, 4.652, 4.934], [-0.726, 4.917, 6.179], [-0.991, 3.872, 7.057], [-0.723, 2.561, 6.690], [-0.187, 2.286, 5.440], [2.127, 5.543, 2.128], [4.425, 6.384, 2.415], [6.138, 4.969, 3.496], [5.551, 2.712, 4.312], [3.251, 1.861, 4.046], [0.022, 5.470, 4.252], [-0.939, 5.937, 6.468], [-1.410, 4.083, 8.031], [-0.931, 1.752, 7.377], [0.016, 1.264, 5.146], [-2.420, 4.718, -0.630], [-1.268, 5.486, -1.945], [-2.391, 6.926, -2.265], [-2.163, 4.410, -3.231], [0.045, 5.884, -3.204], [-0.216, 3.833, -1.535], [-0.313, 6.348, -0.586], [-6.846, -1.633, -2.221], [-6.011, -0.717, -1.381], [-5.048, 0.108, -1.969], [-4.268, 0.948, -1.208], [-3.362, 1.946, -1.898], [-4.466, 0.979, 0.198], [-3.627, 1.759, 1.031], [-2.475, 2.165, 0.760], [-5.495, 0.206, 0.802], [-5.819, 0.211, 2.274], [-6.223, -0.645, -0.006], [-6.564, -1.585, -3.270], [-7.901, -1.367, -2.135], [-6.748, -2.664, -1.876], [-4.945, 0.126, -3.045], [-3.489, 2.931, -3.558], [-1.441, 2.330, -2.646], [-3.441, 2.899, -1.368], [-3.968, 2.019, 2.033], [-5.492, -0.722, 2.737], [-6.899, 0.266, 2.401], [-5.386, 1.030, 2.839], [-7.000, -1.256, 0.441], [-3.842, 2.098, -3.214], [-1.860, 1.615, -1.942], [-1.593, -0.233, -3.036], [0.850, 1.570, -1.602], [1.531, 1.562, -2.816], [2.788, 2.133, -2.798], [3.320, 2.693, -1.624], [2.585, 2.671, -0.467], [1.381, 2.076, -0.530], [1.090, 1.167, -3.719], [3.362, 2.188, -3.714], [4.287, 3.175, -1.634], [2.900, 3.106, 0.472], [-2.216, -1.526, 1.497], [-1.189, -1.131, 0.489], [-0.600, -2.196, -0.080], [-0.867, 0.057, 0.206], [0.950, -1.893, -1.271], [0.641, -3.313, -2.794], [-0.527, -4.003, -3.120], [-1.857, -3.894, -2.425], [-0.450, -4.893, -4.190], [0.706, -5.094, -4.927], [0.740, -6.052, -6.081], [1.838, -4.358, -4.586], [1.830, -3.464, -3.531], [3.095, -2.706, -3.207], [2.290, -2.907, -0.035], [2.113, -4.248, 0.341], [0.945, -5.099, -0.075], [3.096, -4.823, 1.135], [4.229, -4.126, 1.540], [5.274, -4.776, 2.397], [4.371, -2.800, 1.140], [3.420, -2.167, 0.357], [3.670, -0.744, -0.080], [-2.801, -2.370, 1.135], [-2.863, -0.691, 1.742], [-1.685, -1.835, 2.400], [-1.933, -3.045, -1.757], [-2.055, -4.802, -1.853], [-2.647, -3.805, -3.171], [-1.346, -5.443, -4.456], [-0.177, -6.634, -6.143], [1.580, -6.741, -5.987], [0.865, -5.512, -7.020], [2.750, -4.482, -5.160], [3.786, -2.751, -4.047], [3.608, -3.120, -2.335], [2.918, -1.635, -3.032], [0.002, -4.555, -0.055], [0.851, -5.950, 0.596], [1.091, -5.489, -1.085], [2.974, -5.854, 1.443], [5.077, -5.837, 2.533], [5.305, -4.306, 3.381], [6.263, -4.662, 1.952], [5.250, -2.244, 1.449], [4.422, -0.283, 0.558], [2.778, -0.118, -0.010], [4.045, -0.704, -1.107]]}

no.,DFT total energy (eV)
1,-78191.75899
2,-89339.47020
3,-239760.94879